No. 1
Formula: C5H14F3N2O5SSr
Source: the Open Molecules 2025 dataset
Level of theory: ωB97M-V with the def2-TZVPD basis set

E_tot ... -38449.145 eV
Net charge ... +1

Each line ends with the natural charge from an NBO analysis.
Positions of all 31 atoms, in Å:
Sr1 -0.09304 -0.61190 0.34211  1.85
C1 -1.33754 2.11984 -1.51237  -0.27
O1 -0.22943 1.84635 -0.64102  -0.62
C2 1.04365 2.21224 -1.18742  -0.11
C3 1.76818 1.03068 -1.79201  -0.12
O2 2.13137 0.06539 -0.79369  -0.62
C4 3.50460 0.14687 -0.39561  -0.25
H1 -1.32467 3.16851 -1.81021  0.20
H2 -2.24624 1.92051 -0.94911  0.21
H3 -1.30858 1.48494 -2.40116  0.19
H4 1.62923 2.65057 -0.37661  0.20
H5 0.90230 2.98348 -1.94849  0.21
H6 2.66789 1.37770 -2.30471  0.22
H7 1.14528 0.52336 -2.53372  0.21
H8 4.15083 -0.05579 -1.24984  0.20
H9 3.66545 -0.61246 0.36531  0.21
H10 3.73423 1.13175 0.01616  0.18
F1 -3.79088 -2.71203 1.27572  -0.29
C5 -3.24734 -2.26272 0.15972  0.70
F2 -4.11111 -2.34152 -0.82959  -0.28
F3 -2.95039 -0.92988 0.35571  -0.37
S1 -1.63955 -3.08655 -0.21334  2.33
O3 -0.92559 -2.83127 1.05047  -1.08
O4 -1.88037 -4.43355 -0.56987  -0.87
O5 -1.10608 -2.19003 -1.24986  -1.06
N1 -0.72192 0.02239 2.86473  -0.74
N2 0.70928 -0.19921 2.93817  -0.73
H11 -1.06780 0.57500 3.64306  0.38
H12 -1.16709 -0.89076 2.92583  0.38
H13 0.94421 -0.80093 3.72273  0.38
H14 1.15112 0.69903 3.09889  0.37

---

No. 2
Formula: C2H5NO2S
Source: the Open Molecules 2025 dataset
Level of theory: ωB97M-V with the def2-TZVPD basis set

ΔE to the lowest compared entry with this formula, charge and spin ... 6.438 eV
Net charge ... 0

Each line ends with the natural charge from an NBO analysis.
Positions of all 11 atoms, in Å:
C1 -1.25543 -0.04294 -1.24326  -0.79
C2 0.57457 0.22955 1.49008  -0.18
N1 1.38116 -0.40818 0.47507  0.47
O1 0.88936 -1.38004 -0.03268  -0.39
O2 2.36053 0.20333 0.10610  -0.38
S1 -0.74236 1.46098 -0.46244  0.11
H1 -0.32910 -0.61333 -1.06181  0.27
H2 -1.32773 0.13144 -2.27620  0.25
H3 -2.08244 -0.42795 -0.69627  0.22
H4 0.98739 0.93496 2.04288  0.19
H5 -0.45594 -0.08782 1.65853  0.23

---

No. 3
Formula: C23H23N3O
Source: the Open Molecules 2025 dataset
Level of theory: ωB97M-V with the def2-TZVPD basis set

ΔE to the lowest compared entry with this formula, charge and spin ... 4.305 eV
Structure (SMILES) ... Cc1cc2c(cc1C#N)c(-c1cccc3c1CCN3)cn2[C@@H]1CC[C@@H](O)C1
Net charge ... 0

Each line ends with the natural charge from an NBO analysis.
Positions of all 50 atoms, in Å:
C1 2.25430 -1.16891 -4.25968  -0.64
C2 1.36341 -0.72521 -3.13286  0.04
C3 1.75463 -1.13244 -1.82104  -0.25
C4 1.14876 -0.51399 -0.75130  0.14
C5 0.07293 0.35247 -0.95531  -0.02
C6 -0.45036 0.68744 -2.21583  -0.12
C7 0.24884 0.16627 -3.34197  -0.22
C8 -0.19137 0.72684 -4.59481  0.28
N1 -0.55068 1.11314 -5.56165  -0.33
C9 -0.47375 0.99007 0.23018  -0.13
C10 -1.53007 1.89916 0.58000  -0.03
C11 -1.30761 3.00880 1.51885  -0.25
C12 -2.38912 3.72031 1.96229  -0.18
C13 -3.65511 3.53800 1.31251  -0.30
C14 -3.89365 2.53668 0.39930  0.20
C15 -2.80148 1.64635 0.00373  -0.02
C16 -3.38440 0.57200 -0.89374  -0.45
C17 -4.84012 0.96825 -1.08090  -0.20
N2 -5.01406 2.19312 -0.29901  -0.61
C18 0.29962 0.42521 1.20380  0.01
N3 1.30753 -0.45162 0.64740  -0.36
C19 1.95656 -1.57587 1.38189  -0.06
C20 1.56121 -1.90821 2.79330  -0.40
C21 2.58656 -2.90788 3.27462  -0.42
C22 3.86205 -2.36645 2.58018  0.08
O1 4.41780 -3.23702 1.66148  -0.73
C23 3.34714 -1.21978 1.78808  -0.40
H1 2.91253 -2.06571 -3.96554  0.23
H2 2.83696 -0.25292 -4.44608  0.23
H3 1.69668 -1.31559 -5.18090  0.23
H4 2.64021 -1.84603 -1.56891  0.23
H5 -1.25673 1.43428 -2.39901  0.23
H6 -0.26304 3.13646 1.92005  0.22
H7 -2.26588 4.48579 2.71518  0.22
H8 -4.46491 4.24079 1.26828  0.21
H9 -3.37204 -0.31203 -0.35109  0.23
H10 -2.91028 0.58202 -1.84339  0.23
H11 -5.31171 1.07069 -2.02227  0.19
H12 -5.46935 0.16649 -0.76253  0.18
H13 -5.73430 2.82637 -0.68409  0.40
H14 0.23297 0.51866 2.28614  0.22
H15 2.01157 -2.41348 0.72298  0.21
H16 0.65082 -2.38910 2.77040  0.21
H17 1.45032 -1.00878 3.47811  0.21
H18 2.66524 -2.97220 4.36088  0.22
H19 2.43220 -3.88485 2.86897  0.20
H20 4.51437 -1.90102 3.35698  0.17
H21 4.15422 -4.19241 1.71978  0.48
H22 3.91138 -0.94287 0.83725  0.23
H23 3.23917 -0.30132 2.48931  0.20

---

No. 4
Formula: C17H19NO
Source: the Open Molecules 2025 dataset
Level of theory: ωB97M-V with the def2-TZVPD basis set

ΔE to the lowest compared entry with this formula, charge and spin ... 1.179 eV
Structure (SMILES) ... COc1cccc(CNc2ccc3c(c2)CCC3)c1
Net charge ... 0

Each line ends with the natural charge from an NBO analysis.
Positions of all 38 atoms, in Å:
C1 -1.40753 1.70755 -3.24684  -0.25
O1 -1.06373 2.97432 -2.74118  -0.49
C2 -0.03964 3.05852 -1.84618  0.31
C3 0.21885 4.32920 -1.33163  -0.27
C4 1.22977 4.50724 -0.41047  -0.18
C5 1.98967 3.43037 0.01521  -0.25
C6 1.74316 2.16487 -0.49594  -0.02
C7 2.58587 0.99449 -0.03645  -0.24
N1 2.01125 -0.28694 -0.36694  -0.62
C8 0.95979 -0.83329 0.34277  0.25
C9 0.13157 -0.05777 1.15504  -0.31
C10 -0.95199 -0.62323 1.80945  -0.16
C11 -1.21271 -1.96897 1.65994  -0.08
C12 -0.38960 -2.75017 0.85212  0.02
C13 0.68641 -2.19962 0.19615  -0.28
C14 -0.87013 -4.17209 0.83468  -0.43
C15 -1.81290 -4.23865 2.04676  -0.38
C16 -2.31577 -2.80011 2.24806  -0.42
C17 0.73531 1.98268 -1.43219  -0.28
H1 -2.26806 1.87222 -3.89365  0.20
H2 -0.59198 1.27393 -3.83498  0.17
H3 -1.68316 1.01571 -2.44422  0.18
H4 -0.38888 5.15469 -1.66613  0.22
H5 1.42384 5.49264 -0.01371  0.21
H6 2.77301 3.57256 0.74545  0.21
H7 3.56150 1.06170 -0.52891  0.22
H8 2.75796 1.08733 1.04754  0.19
H9 2.64939 -0.96503 -0.75186  0.39
H10 0.32663 0.99629 1.27175  0.22
H11 -1.58137 -0.00541 2.43390  0.21
H12 1.32586 -2.80981 -0.42807  0.20
H13 -0.05541 -4.89386 0.89935  0.21
H14 -1.41549 -4.36433 -0.09411  0.21
H15 -2.62724 -4.94711 1.90049  0.21
H16 -1.24673 -4.54897 2.92669  0.20
H17 -2.50615 -2.56851 3.29643  0.21
H18 -3.24436 -2.63152 1.69395  0.20
H19 0.56300 0.98910 -1.81228  0.23

---

No. 5
Formula: C21H18BrIN5NdO6
Source: the Open Molecules 2025 dataset
Level of theory: ωB97M-V with the def2-TZVPD basis set

Multiplicity ... 4
ΔE to the lowest compared entry with this formula, charge and spin ... 1.258 eV
Net charge ... 0

Each line ends with the natural charge from an NBO analysis.
Positions of all 53 atoms, in Å:
Nd1 1.33107 -0.39091 -0.60365  1.92
C1 4.00291 2.08122 3.02056  -0.66
C2 2.54860 2.32792 3.13547  0.20
N1 2.06073 3.24261 3.90128  -0.42
C3 0.75110 3.35558 4.24461  -0.03
C4 -0.24413 2.65203 3.57988  -0.03
C5 -1.71499 2.98647 3.81988  -0.09
O1 -2.35940 3.18405 2.57135  -0.74
C6 0.21006 1.76815 2.51086  -0.26
C7 -0.73246 1.05905 1.70352  0.22
N2 -0.46969 -0.04035 1.06116  -0.66
C8 -1.46959 -0.92910 0.77028  0.17
C9 -2.77847 -0.45145 0.54482  -0.22
C10 -3.84521 -1.29800 0.38040  -0.19
C11 -3.62210 -2.66178 0.33164  -0.21
C12 -2.33454 -3.19925 0.60350  -0.23
C13 -1.28428 -2.31906 0.72155  -0.16
I1 0.70326 -3.03206 1.23066  0.21
C14 1.61063 1.47225 2.33580  0.44
O2 2.12416 0.63555 1.50795  -0.75
H1 4.54011 2.77897 3.71617  0.24
H2 4.23210 2.24932 1.99082  0.24
H3 4.21419 0.95374 3.20049  0.22
H4 0.54625 4.09618 5.03645  0.19
H5 -1.76297 3.91033 4.41497  0.19
H6 -2.25934 2.14883 4.32367  0.18
H7 -2.70030 4.07630 2.53426  0.48
H8 -1.70208 1.48546 1.60619  0.20
H9 -2.93395 0.63714 0.57427  0.22
H10 -4.85086 -0.90565 0.26038  0.22
H11 -4.42713 -3.27549 -0.05508  0.22
H12 -2.18949 -4.27775 0.65023  0.24
N3 3.65593 -1.31785 -0.53528  -0.70
N4 4.59957 -0.21995 -0.60984  -0.55
C15 4.07525 1.10568 -1.00331  0.90
O3 4.79746 2.10542 -0.95198  -0.64
O4 2.82161 1.07219 -1.32821  -0.83
H13 4.14868 -2.11783 -0.05032  0.41
H14 3.57921 -1.59820 -1.57174  0.38
H15 5.37416 -0.20858 0.07119  0.40
Br1 -3.05151 0.34750 -6.55385  0.07
C16 -2.51311 -1.22633 -5.66909  -0.13
C17 -2.32920 -2.48718 -6.25180  0.04
N5 -1.55903 -3.35365 -5.63024  -0.41
C18 -0.83962 -3.04754 -4.54407  0.06
C19 -1.05473 -1.85567 -3.88998  -0.19
C20 -2.03013 -0.96728 -4.44405  -0.16
C21 -0.09813 -1.40544 -2.79778  0.79
O5 -0.35251 -0.25420 -2.26548  -0.76
O6 0.77997 -2.20338 -2.32599  -0.73
H16 -2.81154 -2.83734 -7.12222  0.21
H17 -0.16122 -3.82644 -4.21551  0.22
H18 -2.22531 -0.02423 -3.93479  0.25

---

No. 6
Formula: C4H11NO
Source: the Open Molecules 2025 dataset
Level of theory: ωB97M-V with the def2-TZVPD basis set

ΔE to the lowest compared entry with this formula, charge and spin ... 0.569 eV
Structure (SMILES) ... CC(N)=O.CC
Net charge ... 0

Each line ends with the natural charge from an NBO analysis.
Positions of all 17 atoms, in Å:
C1 1.00828 -1.66808 -0.27174  -0.72
C2 1.93084 -0.46845 -0.23578  0.67
N1 3.18121 -0.71052 0.27726  -0.82
O1 1.65262 0.57461 -0.79239  -0.60
H1 0.44946 -1.64308 0.65865  0.24
H2 1.58036 -2.58004 -0.08937  0.21
H3 0.42441 -1.77682 -1.17730  0.25
H4 3.68464 0.09063 0.61840  0.40
H5 3.31968 -1.58275 0.75381  0.38
C3 -2.80048 0.93627 0.04172  -0.62
C4 -1.42258 1.59455 0.08130  -0.61
H6 -3.70739 1.54104 -0.09303  0.20
H7 -3.01831 0.31335 -0.83405  0.20
H8 -2.99341 0.35543 0.94787  0.19
H9 -1.29945 2.13166 1.01051  0.21
H10 -0.72335 0.76964 -0.03431  0.22
H11 -1.26652 2.12254 -0.86156  0.21

---

No. 7
Formula: C3H10NOP
Source: the Open Molecules 2025 dataset
Level of theory: ωB97M-V with the def2-TZVPD basis set

Multiplicity ... 3
ΔE to the lowest compared entry with this formula, charge and spin ... 3.592 eV
Net charge ... 0

Each line ends with the natural charge from an NBO analysis.
Positions of all 16 atoms, in Å:
C1 -1.10221 0.21826 1.31418  -0.61
C2 -1.23992 0.34414 -1.06353  -0.68
C3 1.67347 -0.74318 -1.14811  -1.06
N1 -0.46634 0.76010 0.09669  -0.33
O1 1.78061 0.62126 1.31560  -1.05
P1 1.22936 0.67645 -0.02899  1.73
H1 -0.91346 -0.85094 1.58824  0.26
H2 -0.54880 0.79004 2.09970  0.25
H3 -2.10388 0.51665 1.34913  0.22
H4 -0.41169 -0.02894 -1.82665  0.21
H5 -1.78198 -0.48299 -0.77449  0.23
H6 -1.73045 1.23417 -1.52668  0.24
H7 1.68448 -1.70991 -0.69372  0.27
H8 1.03778 -0.81223 -2.02820  0.21
H9 2.79156 -0.37335 -1.36102  0.22
H10 1.41803 1.80030 -0.89590  -0.10

---

The highest net charge belongs to which entry? C5H14F3N2O5SSr

---

What is the formula in the seventh record? C3H10NOP